DFT (the ωB97M-V functional and the def2-TZVPD basis) results for one molecule with the formula C28H31N3O5.

Output
Relative energy (zero: lowest compared OMol25 entry of this formula, charge and spin)   0.000 eV
Kohn-Sham gap   8.997 eV
Molar mass   489.57 g mol⁻¹
SMILES string   CC[C@@]12C(=O)N(c3ccc(C)cc3)C(=O)N1[C@H](c1ccc(OC)cc1)[C@@H]1C(=O)N(C(C)(C)C)C(=O)[C@@H]12
E_tot   -44249.791 eV
HOMO energy   -8.4 eV

Geometry as ORCA input:
```
! RIJCOSX wB97M-V def2-TZVPD def2/J DEFGRID3
* xyz 0 1
C -1.51235 -1.62691 4.19736
H -1.60394 -2.15360 5.14360
H -2.49577 -1.26058 3.91260
C -0.96320 -2.56543 3.12936
C -0.76749 -1.84845 1.78698
N 0.01115 -0.63371 1.89678
C -0.65203 0.44190 1.38862
O -0.26975 1.57702 1.28910
N -1.94234 -0.00935 1.03688
C -2.11374 -1.35077 1.26111
O -3.12869 -1.98355 1.16218
C -2.92771 0.82875 0.45838
C -3.16168 2.09594 0.97055
C -4.12401 2.89757 0.38397
C -4.86648 2.45074 -0.70115
C -4.61734 1.17613 -1.19851
C -3.65229 0.36650 -0.63264
H -3.45913 -0.62050 -1.02305
H -5.18382 0.81481 -2.04441
C -5.92928 3.30991 -1.31549
H -5.92173 3.21740 -2.39949
H -6.91153 2.99661 -0.96075
H -5.78890 4.35434 -1.04870
H -4.30229 3.88581 0.78246
H -2.58752 2.45339 1.81015
C 1.43066 -0.94987 1.89017
C 2.34695 0.15717 1.45214
C 2.19360 0.81464 0.24137
C 3.06215 1.81716 -0.14713
C 4.12051 2.18013 0.67840
C 4.28404 1.51808 1.89563
C 3.40730 0.52609 2.27324
H 3.54964 0.02849 3.22171
H 5.10764 1.80494 2.52964
O 5.03343 3.14580 0.39894
C 4.91041 3.86097 -0.80713
H 5.72845 4.57960 -0.80776
H 3.95770 4.39718 -0.86027
H 5.00786 3.20229 -1.67614
H 2.89907 2.31004 -1.09245
H 1.37453 0.56316 -0.41335
H 1.69888 -1.22384 2.91949
C 1.50995 -2.25548 1.01960
C 2.04814 -2.00221 -0.37888
O 3.21122 -1.93161 -0.66337
N 0.96624 -1.91100 -1.24262
C -0.21494 -2.29857 -0.64476
O -1.29518 -2.33423 -1.17279
C 0.06534 -2.68999 0.80018
H -0.11928 -3.75782 0.92326
C 0.99804 -1.54104 -2.68033
C -0.01165 -0.41190 -2.91817
H -1.02346 -0.73325 -2.69258
H 0.02794 -0.11140 -3.96153
H 0.22392 0.45529 -2.30425
C 0.61956 -2.78259 -3.49226
H 0.65358 -2.54988 -4.55280
H 1.31967 -3.59119 -3.29147
H -0.38467 -3.11369 -3.24263
C 2.38315 -1.05576 -3.10245
H 3.12203 -1.84715 -3.02763
H 2.33047 -0.72695 -4.13767
H 2.71272 -0.22183 -2.48897
H 2.14583 -2.99018 1.51323
H -1.66695 -3.38246 2.96107
H -0.01110 -2.98696 3.45773
H -0.85155 -0.77419 4.33771
*
```

Per-atom Mulliken charges, elementary charge units: -1.46, 0.52, 0.27, -0.73, 0.97, 0.43, 0.25, -0.59, 0.81, -0.68, -0.62, 0.18, -0.33, -1.03, 1.12, -1.19, -0.14, 0.47, 0.36, -1.43, 0.37, 0.28, 0.36, 0.33, 0.48, -0.05, 0.01, 0.38, -0.83, 0.42, -0.91, -0.78, 0.41, 0.45, -0.48, -0.79, 0.25, 0.32, 0.31, 0.41, 0.08, 0.51, 0.46, -0.33, -0.62, 0.66, -0.32, -0.57, -0.40, 0.71, 1.41, -1.55, 0.41, 0.51, 0.25, -1.77, 0.47, 0.37, 0.37, -1.71, 0.42, 0.48, 0.20, 0.57, 0.45, 0.53, 0.29